This record from the Open Molecules 2025 dataset describes a cluster of 10 separate species, C46H75BI2N3O21 in total at a distorted geometry. The level of theory is wB97M-V/def2-TZVPD.

Computed properties:
calculated total energy: -4162.0574 hartree
HOMO-LUMO gap: 0.2347 Ha
LUMO: -0.1812 hartree
total charge: +1

Atoms and positions in Å:
C -0.19 1.64 5.71
C 0.54 1.95 4.27
I 0.61 4.17 4.10
C 2.11 1.39 4.18
I 2.86 0.64 6.09
C 2.36 0.37 2.90
C 3.89 0.62 2.37
C 4.69 -0.77 1.99
N 4.63 -1.66 3.20
B 5.44 -2.93 2.97
O 5.42 -3.67 1.69
O 6.32 -3.40 4.09
C 3.17 -1.94 3.49
N 2.89 -3.13 4.17
N 1.99 -1.06 3.17
C 1.17 -1.68 2.06
C -0.38 -1.13 1.95
C -0.54 -0.35 0.50
O -1.07 1.03 0.64
H -0.21 0.51 6.01
H -1.29 2.08 5.62
H 0.33 2.32 6.54
H -0.09 1.57 3.33
H 2.76 2.37 3.93
H 1.64 0.79 2.04
H 4.51 1.18 3.21
H 3.87 1.29 1.39
H 5.80 -0.46 1.74
H 4.25 -1.30 1.04
H 5.92 -3.09 1.04
H 5.72 -3.75 4.83
H 2.44 -3.89 3.61
H 3.14 -3.31 5.17
H 1.76 -1.62 1.02
H 1.07 -2.86 2.27
H -1.11 -2.07 1.90
H -0.72 -0.48 2.87
H -1.21 -1.03 -0.19
H 0.50 -0.23 -0.08
H -1.69 1.09 1.43
O 0.32 -0.85 -4.43
C -0.15 0.12 -3.87
O -0.42 0.18 -2.53
C -1.06 1.42 -2.24
C -0.68 2.34 -3.37
C -0.56 1.40 -4.54
H -2.14 1.25 -2.18
H -0.71 1.80 -1.27
H -1.41 3.15 -3.53
H 0.29 2.80 -3.16
H -1.52 1.25 -5.04
H 0.20 1.74 -5.25
O 0.02 5.79 -2.41
C -0.47 5.71 -1.30
O -0.50 4.58 -0.54
C -1.25 4.82 0.65
C -1.23 6.32 0.83
C -1.18 6.82 -0.59
H -2.27 4.44 0.50
H -0.80 4.30 1.49
H -2.08 6.69 1.41
H -0.31 6.61 1.36
H -2.19 6.94 -1.01
H -0.62 7.76 -0.66
O -2.27 -5.58 -7.80
C -1.32 -5.09 -7.21
O -1.34 -4.70 -5.90
C -0.11 -4.06 -5.58
C 0.88 -4.57 -6.60
C 0.02 -4.78 -7.82
H -0.24 -2.98 -5.64
H 0.19 -4.33 -4.56
H 1.72 -3.89 -6.76
H 1.29 -5.53 -6.27
H -0.07 -3.87 -8.41
H 0.37 -5.61 -8.43
O 2.11 6.87 7.84
C 2.92 5.96 7.82
O 2.65 4.67 8.18
C 3.86 3.91 8.15
C 4.78 4.67 7.23
C 4.37 6.10 7.45
H 4.26 3.84 9.17
H 3.65 2.91 7.78
H 5.84 4.48 7.42
H 4.57 4.39 6.19
H 4.91 6.55 8.29
H 4.49 6.70 6.55
O -3.32 -1.95 1.92
C -3.65 -2.72 1.04
O -3.63 -4.08 1.17
C -3.97 -4.68 -0.08
C -4.71 -3.61 -0.84
C -4.07 -2.34 -0.34
H -3.04 -4.97 -0.59
H -4.58 -5.57 0.08
H -4.66 -3.73 -1.92
H -5.77 -3.62 -0.55
H -3.19 -2.07 -0.93
H -4.79 -1.51 -0.32
O -3.15 3.32 -6.06
C -3.47 2.54 -6.94
O -3.46 1.18 -6.81
C -3.79 0.59 -8.07
C -4.54 1.66 -8.83
C -3.90 2.93 -8.33
H -2.87 0.29 -8.57
H -4.41 -0.30 -7.90
H -4.48 1.53 -9.91
H -5.60 1.64 -8.54
H -3.01 3.19 -8.91
H -4.61 3.75 -8.31
O -6.06 -4.02 -2.89
C -5.94 -5.12 -3.40
O -5.59 -6.25 -2.72
C -5.45 -7.33 -3.64
C -6.25 -6.93 -4.85
C -6.12 -5.43 -4.86
H -4.38 -7.45 -3.87
H -5.82 -8.25 -3.19
H -5.91 -7.41 -5.77
H -7.30 -7.21 -4.70
H -5.23 -5.11 -5.40
H -7.01 -4.95 -5.26
O 5.34 -6.43 -2.99
C 6.12 -6.35 -2.05
O 7.44 -6.02 -2.18
C 8.08 -6.14 -0.91
C 6.96 -6.04 0.11
C 5.80 -6.66 -0.62
H 8.59 -7.10 -0.86
H 8.81 -5.34 -0.79
H 7.20 -6.53 1.05
H 6.75 -4.98 0.31
H 5.77 -7.75 -0.49
H 4.85 -6.20 -0.32
O -3.48 7.94 3.75
C -2.70 8.01 4.68
O -1.38 8.35 4.56
C -0.74 8.23 5.83
C -1.85 8.33 6.84
C -3.02 7.70 6.12
H -0.22 7.26 5.87
H -0.01 9.03 5.95
H -1.62 7.84 7.79
H -2.07 9.38 7.05
H -3.05 6.62 6.25
H -3.97 8.16 6.41

Here are the Mulliken charges for atoms 1 to 4, given in e: number 1, C, carries -1.157; number 2, C, carries 0.200; number 3, I, carries 0.146; number 4, C, carries -1.177

This record from the Open Molecules 2025 dataset describes a cluster of 4 separate species, C22H47O4P in total. The level of theory is wB97M-V/def2-TZVPD.

Computed properties:
calculated total energy: -1508.6882 hartree
HOMO-LUMO gap: 0.3434 Ha
LUMO: 0.0299 hartree
SMILES: CCCCCCCPC[C@@H](C)O.C1CCOC1.C1CCOC1.C1CCOC1
total charge: 0

Atoms and positions in Å:
C 8.70 0.33 0.91
C 7.52 -0.37 0.24
C 7.81 -1.85 -0.09
C 6.92 -2.87 0.62
C 5.60 -3.21 -0.10
C 4.83 -2.03 -0.70
C 3.87 -2.44 -1.84
P 2.05 -2.39 -1.56
C 1.70 -0.82 -0.66
C 0.39 -0.92 0.13
C 0.52 -1.82 1.37
O -0.08 0.37 0.53
H 8.91 -0.11 1.89
H 9.60 0.23 0.31
H 8.51 1.40 1.06
H 6.64 -0.31 0.89
H 7.25 0.18 -0.67
H 8.85 -2.06 0.19
H 7.74 -2.01 -1.17
H 6.71 -2.51 1.64
H 7.47 -3.80 0.74
H 5.81 -3.96 -0.87
H 4.95 -3.71 0.63
H 4.26 -1.55 0.10
H 5.52 -1.28 -1.08
H 4.05 -1.85 -2.74
H 4.05 -3.49 -2.12
H 1.99 -3.31 -0.49
H 1.59 -0.04 -1.42
H 2.50 -0.53 0.04
H -0.38 -1.33 -0.52
H 0.25 -2.85 1.15
H -0.15 -1.45 2.14
H 1.54 -1.81 1.76
H 0.63 1.00 0.45
C -2.60 0.89 -3.39
C -2.41 -0.61 -3.17
C -0.93 -0.79 -3.48
O -0.30 0.44 -3.10
C -1.29 1.44 -2.85
H -3.46 1.31 -2.87
H -2.70 1.10 -4.46
H -2.61 -0.86 -2.12
H -3.05 -1.24 -3.79
H -0.76 -0.96 -4.54
H -0.47 -1.59 -2.91
H -1.35 1.62 -1.77
H -0.98 2.37 -3.34
C -2.67 3.05 1.77
C -3.18 4.45 1.42
C -3.10 4.44 -0.10
O -3.35 3.09 -0.50
C -3.28 2.22 0.64
H -2.98 2.70 2.75
H -1.58 3.02 1.72
H -4.21 4.57 1.75
H -2.59 5.25 1.86
H -2.11 4.74 -0.45
H -3.85 5.08 -0.57
H -4.29 1.89 0.90
H -2.67 1.35 0.40
C -8.18 0.93 2.00
C -7.97 -0.53 2.41
C -6.48 -0.70 2.14
O -5.88 0.57 2.38
C -6.89 1.57 2.49
H -9.07 1.38 2.44
H -8.26 1.01 0.92
H -8.18 -0.66 3.47
H -8.58 -1.24 1.85
H -6.30 -1.00 1.10
H -6.00 -1.44 2.79
H -6.98 1.88 3.54
H -6.60 2.44 1.89

Here are the Mulliken charges for atoms 1 to 4, given in e: number 1, C, carries -1.508; number 2, C, carries -0.251; number 3, C, carries -0.730; number 4, C, carries -0.772

This record from the Open Molecules 2025 dataset describes the ion C4H10NO2 with charge +1 at a distorted geometry. The level of theory is wB97M-V/def2-TZVPD.

Computed properties:
calculated total energy: -363.4249 hartree
HOMO-LUMO gap: 0.4240 Ha
LUMO: -0.1219 hartree
SMILES: [NH3+]CCCC(=O)O
total charge: +1

Atoms and positions in Å:
N 1.82 1.35 -0.44
C 0.57 0.98 -1.27
C -0.69 1.32 -0.49
C -1.26 0.25 0.50
C -0.44 -1.01 0.58
O 0.76 -0.96 0.77
O -1.15 -2.10 0.43
H 2.61 1.55 -1.06
H 1.69 2.15 0.17
H 2.05 0.52 0.11
H 0.70 -0.08 -1.42
H 0.61 1.59 -2.16
H -1.45 1.59 -1.21
H -0.57 2.28 0.01
H -2.27 0.05 0.18
H -1.34 0.65 1.50
H -0.64 -2.93 0.58

Here are the Mulliken charges for atoms 1 to 4, given in e: number 1, N, carries -0.279; number 2, C, carries -0.720; number 3, C, carries -0.685; number 4, C, carries -0.454

This record from the Open Molecules 2025 dataset describes an isolated molecule of C6H10. The level of theory is wB97M-V/def2-TZVPD.

Computed properties:
calculated total energy: -234.4235 hartree
HOMO-LUMO gap (alpha / beta): 0.2739 / 0.2612 Ha
LUMO (alpha / beta): 0.0071 / 0.0025 hartree
total charge: 0

Atoms and positions in Å:
C -1.83 -0.03 0.87
C -1.84 0.36 -0.61
C -0.51 0.24 -1.31
C 0.71 -0.09 -0.73
C 1.51 -0.70 0.08
C 2.75 -0.34 0.81
H -1.36 -1.01 1.02
H -2.86 -0.10 1.24
H -1.30 0.70 1.48
H -2.27 1.36 -0.75
H -2.50 -0.33 -1.16
H -0.52 0.42 -2.38
H 0.95 0.92 -1.29
H 3.29 -1.23 1.17
H 3.44 0.22 0.16
H 2.54 0.30 1.68

Here are the Mulliken charges for atoms 1 to 4, given in e: number 1, C, carries -1.245; number 2, C, carries -0.165; number 3, C, carries -0.827; number 4, C, carries 0.431

This record from the Open Molecules 2025 dataset describes a cluster of 14 separate species, C33H33Cl52FN5O5S in total at a distorted geometry. The level of theory is wB97M-V/def2-TZVPD.

Computed properties:
calculated total energy: -26355.1257 hartree
HOMO-LUMO gap: 0.2077 Ha
LUMO: 0.0322 hartree
total charge: -1

Atoms and positions in Å:
C -0.12 -2.05 -0.12
C -1.28 -1.48 -0.94
N -0.84 -0.71 -2.11
C -2.05 -0.26 -2.85
C -1.86 1.07 -3.59
N -1.26 2.09 -2.74
C -2.28 2.61 -1.82
C -1.89 2.32 -0.35
C -1.36 3.49 0.47
C -0.50 2.95 1.65
C 0.99 2.89 1.31
C 1.39 1.60 0.61
C 2.85 1.59 0.15
S 3.15 0.07 -0.80
C 3.89 -0.96 0.38
N 4.47 -2.11 0.20
N 4.91 -2.52 1.45
C 4.57 -1.59 2.28
O 3.91 -0.56 1.68
C -0.57 3.12 -3.55
C -0.15 4.36 -2.77
N 1.05 4.12 -1.93
C 0.72 2.44 -4.12
C 1.57 3.30 -5.02
O 1.65 3.16 -6.19
F 2.31 4.25 -4.45
C -1.47 3.55 -4.75
O -2.34 4.41 -4.46
O -1.30 2.98 -5.85
C -0.07 -1.53 -3.01
C -0.56 -2.91 -3.41
O 0.94 -1.11 -3.49
H -0.31 -3.10 0.12
H 0.85 -1.95 -0.60
H -0.07 -1.54 0.85
H -1.92 -2.32 -1.20
H -1.88 -0.83 -0.30
H -2.40 -0.99 -3.58
H -2.84 -0.14 -2.11
H -1.24 0.86 -4.45
H -2.82 1.39 -4.01
H -3.21 2.07 -1.98
H -2.53 3.66 -1.99
H -2.80 1.98 0.17
H -1.22 1.47 -0.37
H -2.19 4.05 0.89
H -0.71 4.15 -0.09
H -0.69 3.50 2.57
H -0.84 1.92 1.83
H 1.32 3.75 0.73
H 1.55 2.93 2.25
H 0.80 1.42 -0.30
H 1.25 0.73 1.25
H 3.04 2.41 -0.54
H 3.54 1.67 0.98
H 4.75 -1.52 3.34
H -0.95 4.77 -2.16
H 0.10 5.13 -3.49
H 0.89 3.27 -1.41
H 1.14 4.89 -1.28
H 1.34 2.09 -3.30
H 0.48 1.59 -4.74
H 0.08 -3.67 -2.99
H -1.58 -3.09 -3.08
H -0.57 -2.93 -4.50
C -3.41 7.19 1.11
Cl -1.94 6.78 0.24
Cl -4.47 8.12 0.04
Cl -4.23 5.72 1.62
Cl -3.02 8.16 2.54
C 0.95 -6.49 -1.41
Cl -0.69 -5.82 -1.34
Cl 1.49 -6.54 -3.09
Cl 2.03 -5.47 -0.48
Cl 0.94 -8.13 -0.75
C -4.38 -5.32 0.33
Cl -3.72 -3.97 -0.61
Cl -6.14 -5.32 0.21
Cl -3.72 -6.83 -0.29
Cl -3.89 -5.12 2.01
C 1.12 6.61 -8.67
Cl 2.68 6.99 -9.43
Cl 1.26 5.14 -7.73
Cl 0.66 7.96 -7.62
Cl -0.10 6.42 -9.94
C 5.87 -0.25 -4.03
Cl 4.43 -0.69 -4.95
Cl 5.94 1.51 -3.87
Cl 5.79 -0.99 -2.44
Cl 7.33 -0.81 -4.88
C -7.20 4.49 -1.65
Cl -7.56 4.56 -3.37
Cl -8.71 4.39 -0.73
Cl -6.22 3.05 -1.31
Cl -6.30 5.93 -1.16
C -0.87 -4.29 5.15
Cl -0.50 -2.81 4.26
Cl -0.77 -3.98 6.88
Cl -2.50 -4.84 4.73
Cl 0.30 -5.55 4.71
C 3.84 -7.34 7.15
Cl 5.28 -7.53 6.14
Cl 2.55 -6.60 6.19
Cl 3.29 -8.91 7.74
Cl 4.23 -6.30 8.52
C 4.77 -11.54 5.14
Cl 3.82 -10.11 4.71
Cl 5.78 -12.01 3.77
Cl 5.81 -11.18 6.53
Cl 3.68 -12.86 5.56
C -5.97 8.14 5.63
Cl -6.00 9.89 5.41
Cl -4.40 7.66 6.28
Cl -7.24 7.66 6.77
Cl -6.23 7.34 4.08
C -3.61 9.72 9.88
Cl -5.03 9.36 8.91
Cl -3.35 11.47 9.92
Cl -3.85 9.13 11.53
Cl -2.20 8.94 9.17
C 1.46 -13.64 8.81
Cl 0.52 -14.56 7.64
Cl 0.72 -13.76 10.40
Cl 3.11 -14.28 8.88
Cl 1.52 -11.94 8.32
C 5.52 -2.62 -8.99
Cl 6.97 -2.78 -10.00
Cl 4.28 -1.75 -9.89
Cl 4.92 -4.23 -8.57
Cl 5.91 -1.74 -7.52

Here are the Mulliken charges for atoms 1 to 4, given in e: number 1, C, carries -0.776; number 2, C, carries 0.305; number 3, N, carries 1.223; number 4, C, carries -1.323

This record from the Open Molecules 2025 dataset describes a cluster of 2 separate species, C10H16 in total at a distorted geometry. The level of theory is wB97M-V/def2-TZVPD.

Computed properties:
calculated total energy: -390.5969 hartree
HOMO-LUMO gap: 0.3719 Ha
LUMO: 0.0372 hartree
SMILES: Cc1ccccc1.CCC
total charge: 0

Atoms and positions in Å:
C 1.45 -1.09 -1.94
C 1.53 -0.78 -0.46
C 2.45 0.25 -0.17
C 2.56 0.75 1.13
C 1.92 0.11 2.17
C 1.15 -1.04 1.96
C 1.05 -1.47 0.63
H 0.43 -0.99 -2.29
H 1.82 -2.05 -2.28
H 2.13 -0.39 -2.45
H 2.97 0.79 -0.94
H 3.16 1.56 1.48
H 1.96 0.52 3.16
H 0.70 -1.77 2.61
H 0.50 -2.41 0.46
C -3.41 -0.01 -0.20
C -1.96 0.34 -0.62
C -1.59 1.76 -0.13
H -3.72 0.75 0.52
H -4.05 0.00 -1.08
H -3.41 -1.02 0.23
H -1.96 0.10 -1.69
H -1.18 -0.27 -0.13
H -2.01 2.50 -0.83
H -0.52 1.92 -0.04
H -1.98 1.93 0.88

Here are the Mulliken charges for atoms 1 to 4, given in e: number 1, C, carries -1.163; number 2, C, carries 0.956; number 3, C, carries -0.417; number 4, C, carries -0.756

This record from the Open Molecules 2025 dataset describes a structure of composition C4H3N2O4S at a distorted geometry. The level of theory is wB97M-V/def2-TZVPD.

Computed properties:
calculated total energy: -962.8485 hartree
HOMO-LUMO gap (alpha / beta): 0.2902 / 0.2900 Ha
LUMO (alpha / beta): 0.0912 / 0.0913 hartree
total charge: -1

Atoms and positions in Å:
C 2.33 -0.90 0.03
C 2.03 0.46 -0.06
C 0.22 -0.76 -0.14
C -1.18 -0.77 -0.08
N 1.26 -1.64 -0.11
N 0.69 0.55 -0.09
O -1.20 1.76 0.49
O -2.13 -2.02 -0.05
O -3.24 0.63 0.86
O -2.38 0.88 -1.44
S -2.13 0.71 -0.03
H 3.32 -1.42 0.22
H 2.55 1.33 0.15
H -0.15 1.19 0.25

Here are the Mulliken charges for atoms 1 to 4, given in e: number 1, C, carries -0.128; number 2, C, carries -0.468; number 3, C, carries 0.376; number 4, C, carries 0.190

This record from the Open Molecules 2025 dataset describes an isolated molecule of C5H6O2. The level of theory is wB97M-V/def2-TZVPD.

Computed properties:
calculated total energy: -344.5145 hartree
HOMO-LUMO gap: 0.3977 Ha
LUMO: 0.0279 hartree
SMILES: C#C[C@H](C=O)CO
total charge: 0

Atoms and positions in Å:
C -0.82 2.39 0.76
C -0.73 1.25 0.39
C -0.51 -0.14 -0.04
C -0.07 -0.92 1.19
O 1.00 -1.48 1.29
C 0.53 -0.21 -1.18
O 0.89 -1.53 -1.48
H -0.89 3.40 1.09
H -1.46 -0.59 -0.37
H -0.80 -0.94 2.03
H 1.39 0.41 -0.91
H 0.08 0.21 -2.08
H 1.39 -1.85 -0.71

Here are the Mulliken charges for atoms 1 to 4, given in e: number 1, C, carries 0.228; number 2, C, carries -0.905; number 3, C, carries 0.441; number 4, C, carries -0.052